1.
# C48H37Cl2CoNOP2Te

A molecular structure, C48H37Cl2CoNOP2Te (ωB97M-V/def2-TZVPD, the Open Molecules 2025 dataset).

Values from the calculation:
HOMO energy (spin up / spin down)   -4.18 / -4.14 eV
Charge   -1
Energy relative to the best compared isomer or geometry (same formula, charge and spin)   0.0000 eV
E   -5235.2370 Ha

XYZ file:
```
93
C48H37Cl2CoNOP2Te | the Open Molecules 2025 dataset | ωB97M-V/def2-TZVPD
Te 2.9655 2.1849 1.2663
Co 1.5482 0.1887 -0.7250
Cl 5.1440 -0.9805 1.2561
Cl 4.2206 1.5421 -3.4641
P -2.2167 -0.7076 1.1860
P -0.1954 -0.9930 -1.1463
O 3.2524 -2.3261 -0.9409
N 3.4134 0.0099 -1.0597
C 1.1375 1.9162 0.2354
C -6.0594 -0.7174 2.5996
C 0.7397 -0.9394 -5.1073
C -6.2104 0.0552 0.3383
C -0.0762 -2.8149 -0.9736
C 1.6439 4.9841 1.5628
C 0.7502 -4.7132 0.2596
C 1.1340 2.0542 -1.1840
C -1.2782 2.3802 -1.2053
C -4.6916 -0.8775 2.4507
C -4.8374 -0.1098 0.1912
C -0.1240 2.0823 0.9638
C -1.3157 2.3173 0.2361
C 3.7238 4.7345 2.7301
C -0.7852 -3.6822 -1.8032
C -0.2053 2.0744 2.3648
C -6.8276 -0.2482 1.5408
C -1.3889 -2.7006 2.9123
C 2.8375 -1.1825 -0.8865
C 7.5163 0.8798 -1.3339
C 1.5566 6.2959 2.0135
C -2.0665 -2.4613 1.7210
C 0.6999 -3.3417 0.0519
C -1.5719 -0.3062 -5.0036
C -0.7259 -5.0537 -1.6050
C -2.5242 2.4945 0.9267
C -2.5770 2.4697 2.3023
C 5.2900 1.0130 -2.1975
C 7.0387 0.1526 -0.2585
C 3.6370 6.0457 3.1744
C -0.3846 -0.8434 -2.9687
C -1.2714 -3.9915 3.4167
C -0.4286 -0.5455 -5.7493
C 6.6343 1.3149 -2.3100
C 0.7614 -1.0865 -3.7301
C -1.4002 2.2614 3.0235
C 2.7287 4.1885 1.9199
C -2.4929 -4.8281 1.5240
C -1.9581 -0.7802 -0.6343
C 4.7593 0.2769 -1.1254
C -2.6187 -3.5404 1.0328
C 0.0422 -5.5696 -0.5688
C -1.5490 -0.4550 -3.6208
C 2.5490 6.8331 2.8205
C -1.8229 -5.0549 2.7220
C 5.6873 -0.1401 -0.1594
C -4.0558 -0.5835 1.2416
C -0.1112 2.2682 -1.8675
H -0.0959 2.3450 -2.9500
H -6.5280 -0.9574 3.5462
H -2.2450 0.2157 -0.9855
H -2.4515 -0.2541 -3.0582
H 4.4210 6.4522 3.8024
H -0.7392 -4.1630 4.3442
H 8.5707 1.1107 -1.4102
H -3.4307 2.6603 0.3519
H -0.4454 -0.4245 -6.8256
H -7.8967 -0.1202 1.6549
H -2.9110 -5.6597 0.9705
H 7.7031 -0.1881 0.5239
H -3.1481 -3.3723 0.1014
H -1.3813 -3.2853 -2.6180
H 2.4771 7.8554 3.1704
H 1.2806 -2.6724 0.6727
H 6.9785 1.8829 -3.1633
H -6.7966 0.4228 -0.4953
H -1.2738 -5.7192 -2.2616
H 1.3609 -5.1107 1.0603
H -4.3814 0.1401 -0.7585
H -1.7242 -6.0637 3.1042
H -2.4871 0.0020 -5.4948
H 1.6780 -1.3822 -3.2318
H 0.7034 6.8997 1.7281
H -2.5897 -1.5266 -1.1269
H 0.8622 4.5850 0.9291
H 0.7005 1.9075 2.9339
H -2.2097 2.5385 -1.7394
H -0.9431 -1.8657 3.4413
H 4.5794 4.1320 3.0175
H -4.1037 -1.2431 3.2855
H 2.0394 2.3424 -1.7030
H -3.5227 2.6011 2.8137
H 0.0929 -6.6409 -0.4130
H 1.6403 -1.1237 -5.6796
H -1.4237 2.2361 4.1064
```

These are the Löwdin partial charges, in e, on atoms 1 to 2: Te 1.425; Co 0.041



2.
# C48H37CrN2O6P2S

A molecular structure, C48H37CrN2O6P2S (ωB97M-V/def2-TZVPD, the Open Molecules 2025 dataset).

Values from the calculation:
HOMO energy (spin up / spin down)   -4.54 / -4.80 eV
2S+1   2
Charge   0
⟨S²⟩   0.807
Energy relative to the best compared isomer or geometry (same formula, charge and spin)   1.7330 eV
E   -4537.5704 Ha

XYZ file:
```
97
C48H37CrN2O6P2S | the Open Molecules 2025 dataset | ωB97M-V/def2-TZVPD
Cr -1.2538 -0.5292 -0.2605
S -1.3580 -0.7800 -2.6545
P 2.1586 -1.0770 0.0651
P -1.3579 1.8309 -0.1223
O -4.9450 -1.7535 1.0813
O -3.2936 -0.9003 -0.1432
O 1.8223 -0.3126 2.7654
O -0.8869 -2.5545 -0.3987
O 1.7053 1.7969 0.1605
O 0.8126 -0.5086 0.6203
N -1.1672 -3.1855 -1.5333
N -1.5827 -0.7835 1.6684
C 1.7629 -2.6556 -3.6369
C -2.7817 -1.2212 2.0904
C -3.2192 2.2084 3.4887
C -3.6830 -1.2995 0.9513
C 1.8327 -3.1797 1.8134
C 2.0436 -1.2757 -1.6941
C -1.1523 3.4093 3.6832
C -1.7590 2.4062 1.5705
C -2.1015 -1.2003 4.3646
C 2.0885 -0.2801 -3.8793
C -1.4109 -2.4838 -2.6747
C -1.6776 -3.2461 -3.8321
C 2.9874 1.5202 0.5273
C -0.8693 3.1378 2.3511
C 5.1278 2.1168 1.4354
C 0.6404 -0.2214 2.0707
C 3.2986 -5.0842 1.9177
C 3.8332 2.4684 1.0909
C -1.4014 -5.2858 -2.6155
C 4.0675 -4.5647 0.8835
C -3.6657 2.7445 -3.3572
C -0.8481 -0.7841 3.9660
C 2.2240 3.7851 -1.1248
C 1.8366 -2.5304 -2.2602
C -4.8138 3.7089 -1.4887
C -4.7434 3.4589 -2.8491
C -2.3290 2.9491 4.2544
C -2.6807 2.2750 -2.5056
C -3.8170 3.2462 -0.6374
C -0.4787 4.3240 -1.2053
C -0.0754 3.1200 -0.6247
C 1.3083 2.9229 -0.5365
C 0.4197 5.2361 -1.7390
C 2.1826 -4.3995 2.3727
C 2.6070 -2.6535 0.7822
C -2.9310 1.9328 2.1620
C 3.4087 0.1862 0.4078
C 2.1675 -0.1471 -2.5050
C -0.5725 -0.6090 2.5842
C 5.5881 0.8233 1.2306
C 1.8908 -1.5330 -4.4425
C 3.7220 -3.3517 0.3139
C 1.7722 4.9456 -1.7338
C -1.1519 -4.5381 -1.5000
C -3.1029 -1.4462 3.4293
C 4.7183 -0.1385 0.7472
C -1.6801 -4.6146 -3.8147
C -2.7442 2.5116 -1.1317
H 3.5677 -6.0336 2.3627
H 0.0561 6.1553 -2.1789
H 0.9510 -2.6575 2.1587
H 2.2038 0.5667 2.8680
H -5.6443 4.2723 -1.0815
H -2.3046 -1.3300 5.4208
H -5.5220 3.8168 -3.5109
H 5.7790 2.8626 1.8726
H -2.5463 3.1552 5.2950
H -3.6153 1.3276 1.5784
H -3.8809 3.4756 0.4169
H -1.5350 4.5444 -1.2669
H -5.0624 -2.0829 1.9801
H 1.7098 -3.4004 -1.6289
H -0.9342 -4.9382 -0.5209
H -4.0928 -1.7534 3.7412
H 1.5760 -4.8106 3.1684
H -0.0684 -0.5912 4.6896
H 3.2798 3.5578 -1.1152
H 4.3022 -2.9701 -0.5188
H 3.4701 3.4747 1.2458
H 2.4853 5.6191 -2.1918
H -4.1338 1.8298 3.9281
H -1.8471 1.7192 -2.9154
H -0.4492 3.9822 4.2758
H -1.3913 -6.3634 -2.5485
H 2.3068 0.8331 -2.0664
H 6.6066 0.5569 1.4765
H 0.0559 3.5008 1.9183
H 4.9275 -5.1080 0.5151
H -3.5963 2.5429 -4.4189
H 5.0626 -1.1598 0.6616
H 2.1652 0.5958 -4.5093
H -1.8810 -2.6931 -4.7386
H 1.8225 -1.6338 -5.5181
H -1.9009 -5.1709 -4.7162
H 1.5864 -3.6279 -4.0778
```

These are the Löwdin partial charges, in e, on atoms 1 to 2: Cr 0.181; S 0.761



3.
# C48H37NO26

7 unconnected molecules or ions with the total composition C48H37NO26 in a non-equilibrium geometry (ωB97M-V/def2-TZVPD, the Open Molecules 2025 dataset).

Values from the calculation:
HOMO energy   -9.35 eV
Charge   0
Structure (SMILES)   CC[C@@H](C)c1ccc2c(c1)C(=O)NC2=O.O=C1C=C(O)C(=O)C=C1O.O=C1C=C(O)C(=O)C=C1O.O=C1C=C(O)C(=O)C=C1O.O=C1C=C(O)C(=O)C=C1O.O=C1C=C(O)C(=O)C=C1O.O=C1C=C(O)C(=O)C=C1O
E   -3862.3152 Ha

XYZ file:
```
112
C48H37NO26 | the Open Molecules 2025 dataset | ωB97M-V/def2-TZVPD
O 4.5831 5.4601 -3.3092
O -4.1183 2.8864 -4.2351
O 2.4615 1.1678 -9.0915
O -5.7683 -11.3407 1.4457
O 2.3670 15.3539 -4.1572
O -0.0979 1.4999 -4.4767
O 1.9383 -1.7652 12.4880
O -1.2374 0.4921 -0.5078
O 4.8694 7.5692 -4.9073
O -0.0508 5.2746 -4.0286
O -4.4165 -13.6217 1.2467
O 0.8341 -0.8900 -5.2041
O 1.3071 -4.3238 12.1390
O 3.1436 14.8011 -6.6396
O -0.2837 -11.4065 1.1825
O -1.6341 -9.1309 1.4664
O 2.6831 10.2636 -5.5502
O 1.8285 10.8170 -3.0988
O 0.7626 -0.6622 8.0845
O 1.6023 3.5653 -8.3221
O -1.3896 -2.4342 0.1346
O 0.0533 -3.2038 7.7620
O -1.9067 4.1202 -3.3964
O 0.2490 7.3328 -5.6916
O -3.3771 -0.7738 -1.3973
O 2.6029 -1.1266 1.8649
N 0.4632 -1.3246 1.0595
C 3.5605 5.8721 -3.8250
C -0.2230 -3.1872 2.1373
C 1.5245 -2.0568 11.3820
C 1.1390 -3.4865 11.1211
C 2.4104 14.1724 -4.4427
C -1.6108 -11.4616 1.2532
C 1.6932 0.0312 -7.1769
C 0.4983 -2.9183 8.8598
C 2.8524 13.7905 -5.8283
C 1.5612 -3.5096 3.7495
C 2.6097 11.4498 -5.2778
C -2.2235 2.9444 -2.8654
C -2.1360 -3.9460 5.8235
C -3.8467 0.9938 -2.8591
C -1.4725 2.3668 -1.9195
C -2.3114 -10.1407 1.4024
C 2.2515 5.2802 -3.5910
C 1.2699 6.9441 -5.1518
C 2.5728 7.5508 -5.3683
C 0.9078 -1.4946 9.1111
C 0.7985 -4.5360 4.3212
C -0.4521 -4.8662 3.8174
C 1.0207 -2.8427 2.6757
C 3.6511 7.0538 -4.7480
C -3.4742 2.2942 -3.3872
C -2.5620 -5.2130 5.0485
C 1.5467 -1.6896 1.8650
C 2.9444 12.5095 -6.2108
C -3.0909 0.4137 -1.9141
C -0.9726 -4.1981 2.6935
C 0.7186 2.6376 -6.3643
C -3.7632 -10.1336 1.4596
C 1.3723 2.5246 -7.5280
C 1.3868 -1.0985 10.2976
C 0.5000 1.4645 -5.5376
C -0.5072 -2.2984 0.9428
C -2.2877 -12.6159 1.1966
C -1.8556 1.0820 -1.3771
C 0.6569 -3.8815 9.9350
C 2.0536 13.1093 -3.5171
C 1.8928 1.2016 -8.0168
C -3.7395 -12.6115 1.2770
C -1.3183 -5.9510 4.4507
C 1.0427 0.1460 -6.0117
C 2.1429 11.8299 -3.9019
C -4.4410 -11.2876 1.3998
C -1.8342 -6.9618 3.4177
C 1.1718 5.7781 -4.2079
H -2.5070 -7.6495 3.9465
H 1.6827 -0.0772 10.4908
H -4.7381 0.5281 -3.2546
H 5.4619 7.0258 -4.3535
H 3.2628 12.2225 -7.2030
H -0.6283 5.8223 -4.5950
H -0.7955 -6.4323 5.2822
H -1.0602 -7.5810 2.9758
H -3.1659 -4.8657 4.2024
H 1.1800 -5.0721 5.1839
H 2.9960 15.6137 -6.1178
H -1.1686 -4.0534 6.3196
H 0.3985 -1.1972 7.3530
H -5.9998 -12.2878 1.3863
H 0.3431 -0.5383 -4.4371
H 1.6643 -3.7850 12.8715
H -0.0516 -10.4604 1.2483
H 2.1954 4.4404 -2.9122
H -2.8614 -3.7867 6.6317
H 2.0863 -0.9116 -7.5299
H 1.9834 10.0047 -3.6187
H -3.1796 -5.8870 5.6444
H -2.4420 -6.4634 2.6633
H -2.6826 -0.9790 -0.7319
H -1.7946 -13.5718 1.0915
H 2.5324 -3.2210 4.1356
H -1.9375 -4.4501 2.2719
H 0.5827 -0.6292 0.3332
H 2.6270 8.3969 -6.0351
H -4.2568 -9.1761 1.5501
H -2.1566 -3.0470 5.2062
H 0.3744 -4.9058 9.7368
H 2.0871 3.2115 -9.0928
H -0.5723 2.8264 -1.5369
H 0.3372 3.5819 -6.0016
H 1.7211 13.3951 -2.5293
H -2.6152 4.3047 -4.0454
```

These are the Löwdin partial charges, in e, on atoms 1 to 2: O 0.108; O 0.105



4.
# C48H39Br2NOPSbTl

A molecular structure, C48H39Br2NOPSbTl in a non-equilibrium geometry (ωB97M-V/def2-TZVPD, the Open Molecules 2025 dataset).

Values from the calculation:
HOMO energy   -10.07 eV
Charge   +1
Energy relative to the best compared isomer or geometry (same formula, charge and spin)   0.6361 eV
E   -7884.3911 Ha

XYZ file:
```
94
C48H39Br2NOPSbTl | the Open Molecules 2025 dataset | ωB97M-V/def2-TZVPD
Tl 0.1799 -0.2587 0.4520
Sb 0.8439 -3.1856 0.6476
Br 3.8027 2.3321 -5.4004
Br -1.6053 1.4847 -4.0877
P -2.8208 0.1710 0.8509
O -0.3950 0.5045 -1.4564
N 2.2048 0.2910 -0.7772
C -0.7698 -7.1685 -0.0382
C -5.6327 0.9094 0.6931
C 0.2037 1.3649 -3.5776
C -0.0358 -2.3726 3.4904
C -3.5427 -2.0771 -0.5687
C 4.9755 -2.9895 -0.7490
C 0.6421 -3.3343 2.7479
C 2.9460 -2.9994 0.5575
C 0.3587 -7.9724 -0.1256
C 1.1937 1.8008 -4.4816
C -3.0344 0.3719 4.9837
C 5.0622 -2.5119 1.6076
C 4.2519 1.0365 -2.4849
C -3.2548 -2.4742 1.8037
C 5.7067 -2.6708 0.3889
C -0.1866 -2.5206 4.8649
C 3.5995 -3.1487 -0.6664
C 1.9059 0.8012 -2.0059
C -3.2825 -1.5910 0.7263
C -3.5277 -3.8245 1.6274
C 3.6832 -2.6742 1.6942
C 1.6235 -7.4084 -0.0468
C -3.5540 -1.1715 -1.7725
C -2.4858 0.4570 2.6285
C -0.2396 1.3813 1.9190
C 1.0369 -4.5885 4.7723
C 3.4605 0.1473 -0.4159
C -4.8444 3.5548 0.1152
C -6.1565 -0.4853 0.9271
C -1.2073 0.9478 2.9576
C 0.5148 0.8796 -2.3297
C 1.7679 -6.0367 0.1217
C -6.5620 1.9380 0.5431
C -3.8239 -4.2998 0.3595
C -3.8152 -3.4325 -0.7242
C -0.6368 -5.7980 0.1298
C -4.2730 1.2392 0.5682
C 2.9142 1.1988 -2.9071
C 0.6327 -5.2366 0.2197
C -3.3854 0.1853 3.6517
C -6.1850 3.2436 0.2714
C 0.3479 -3.6288 5.5035
C -0.8439 1.0745 4.2952
C 2.5150 1.7237 -4.1619
C -3.9026 2.5501 0.2548
C 4.5252 0.5180 -1.2523
C -1.7556 0.7995 5.3057
C 1.1761 -4.4471 3.4003
H -3.7608 0.1867 5.7644
H 6.7810 -2.5517 0.3254
H 3.6526 -0.2704 0.5644
H -1.5191 -5.1762 0.1952
H 2.5035 -8.0347 -0.1157
H -1.7565 -7.6093 -0.1032
H -0.4612 -1.4959 3.0134
H -6.9409 4.0117 0.1707
H 0.2251 -3.7491 6.5723
H -7.6148 1.6998 0.6401
H -2.5482 -0.8238 -2.0254
H -0.6528 1.8856 1.0497
H 5.0524 1.3231 -3.1542
H -5.9687 -1.1308 0.0676
H -2.8532 2.7831 0.1060
H 5.4764 -3.1145 -1.7005
H -4.3874 -0.1494 3.4093
H -3.9628 -1.6923 -2.6374
H 0.8886 2.2020 -5.4379
H -4.0406 -3.8094 -1.7153
H 0.1488 1.4323 4.5429
H -0.7288 -1.7737 5.4286
H -5.7049 -0.9747 1.7894
H 0.2516 -9.0409 -0.2607
H -4.0649 -5.3454 0.2095
H 1.4622 -5.4505 5.2704
H 3.1934 -2.5613 2.6541
H -3.0348 -2.1133 2.7991
H -4.5342 4.5632 -0.1244
H 5.6320 -2.2705 2.4960
H 0.7038 1.7812 2.2706
H -3.5167 -4.4923 2.4796
H 2.7596 -5.6069 0.1817
H 3.0428 -3.3964 -1.5645
H -1.4679 0.9276 6.3416
H -7.2331 -0.4510 1.0866
H 5.5418 0.3800 -0.9122
H -4.1596 -0.2770 -1.6097
H 1.7024 -5.2115 2.8396
```

These are the Löwdin partial charges, in e, on atoms 1 to 2: Tl 0.876; Sb 1.551



Among the records above, which one has the highest charge?
C48H39Br2NOPSbTl



Among the records above, which one has the highest charge?
C48H39Br2NOPSbTl



Number 4 is which compound?
C48H39Br2NOPSbTl